Entry 1:
Below is a structure of composition C6H15EuO3Se4 at a distorted geometry, with properties calculated with the ωB97M-V functional and the def2-TZVPD basis.

Values from the calculation:
Gap between HOMO and LUMO (spin up / spin down), Ha: 0.15899 / 0.16051
HOMO energy (spin up / spin down), Eh: -0.07390 / -0.07603
LUMO energy (spin up / spin down), eV: 2.32 / 2.30

Structure (ORCA input):
```
! wB97M-V def2-TZVPD RIJCOSX def2/J DEFGRID3
* xyz -1 8
Eu -0.170 0.400 -1.241
C 2.704 0.307 -0.465
O 1.689 1.290 -0.609
C 0.876 1.389 0.568
C -0.307 2.351 0.355
O -1.413 1.797 -0.374
C -2.149 0.797 0.340
C -2.266 -0.490 -0.493
O -1.117 -1.344 -0.384
C -1.138 -2.165 0.775
H 3.366 0.560 0.369
H 3.294 0.283 -1.384
H 2.261 -0.682 -0.308
H 1.507 1.786 1.371
H 0.528 0.393 0.854
H 0.034 3.222 -0.215
H -0.680 2.709 1.321
H -3.153 1.211 0.484
H -1.721 0.605 1.329
H -2.364 -0.232 -1.553
H -3.160 -1.052 -0.200
H -2.010 -2.826 0.761
H -1.138 -1.561 1.686
H -0.236 -2.783 0.772
Se 1.852 -1.861 -2.502
Se 3.251 -1.776 -0.574
Se 1.535 -2.720 0.785
Se 0.984 -0.580 1.679
H -0.859 0.972 -3.149
*
```

These are the Mulliken partial charges, in e, on atoms 1 to 8:
1 Eu 0.492
2 C 0.040
3 O -0.401
4 C -1.185
5 C -0.691
6 O -0.445
7 C -0.265
8 C -0.749

***

Entry 2:
Below is a cluster of 7 separate species, C24H35FN2O21S in total at a distorted geometry, with properties calculated with the ωB97M-V functional and the def2-TZVPD basis.

Values from the calculation:
Gap between HOMO and LUMO, Ha: 0.40456
HOMO energy, Eh: -0.40332
LUMO energy, eV: 0.03
SMILES: CCCCCN(OC#N)S(=O)(=O)F.O=C1OCCO1.O=C1OCCO1.O=C1OCCO1.O=C1OCCO1.O=C1OCCO1.O=C1OCCO1

Structure (ORCA input):
```
! wB97M-V def2-TZVPD RIJCOSX def2/J DEFGRID3
* xyz 0 1
C -0.203 2.946 -1.628
C 1.084 2.371 -2.259
C 1.598 1.092 -1.563
C 3.038 1.229 -1.060
C 3.352 0.368 0.151
N 2.663 0.754 1.401
O 2.297 2.136 1.358
C 2.473 2.703 2.521
N 2.393 3.336 3.476
S 1.331 -0.171 1.873
O 0.244 0.659 2.234
O 1.809 -1.119 2.813
F 0.880 -1.008 0.636
H -0.614 2.272 -0.881
H 0.042 3.876 -1.121
H -0.937 3.157 -2.400
H 1.861 3.124 -2.284
H 0.835 2.115 -3.286
H 1.528 0.260 -2.253
H 0.945 0.934 -0.711
H 3.284 2.272 -0.887
H 3.707 0.902 -1.855
H 4.421 0.405 0.349
H 3.121 -0.670 -0.076
O 3.675 4.374 -0.850
C 3.224 5.441 -1.131
O 3.895 6.606 -1.080
C 3.091 7.616 -1.719
C 1.696 7.040 -1.588
O 1.957 5.631 -1.553
H 3.213 8.573 -1.221
H 3.410 7.709 -2.757
H 1.213 7.333 -0.656
H 1.044 7.289 -2.418
O -0.874 8.944 -1.505
C -1.576 8.008 -1.299
O -2.480 7.934 -0.303
C -3.282 6.767 -0.501
C -2.374 5.889 -1.340
O -1.571 6.864 -2.031
H -3.549 6.324 0.454
H -4.191 7.055 -1.031
H -1.722 5.260 -0.736
H -2.915 5.266 -2.046
O 2.592 0.132 -4.623
C 2.428 -1.037 -4.505
O 2.034 -1.865 -5.496
C 2.166 -3.219 -5.044
C 2.097 -3.059 -3.540
O 2.611 -1.731 -3.349
H 1.370 -3.834 -5.450
H 3.129 -3.607 -5.378
H 1.075 -3.099 -3.160
H 2.708 -3.781 -3.007
O 1.388 -6.049 -2.066
C 1.705 -5.456 -1.087
O 2.964 -5.385 -0.601
C 2.999 -4.385 0.428
C 1.553 -4.337 0.872
O 0.856 -4.733 -0.321
H 3.686 -4.672 1.218
H 3.334 -3.444 -0.014
H 1.332 -5.052 1.665
H 1.231 -3.349 1.182
O -2.368 -6.788 3.361
C -2.461 -5.894 2.587
O -1.419 -5.205 2.070
C -1.910 -4.359 1.020
C -3.368 -4.193 1.404
O -3.633 -5.413 2.110
H -1.357 -3.424 1.003
H -1.776 -4.871 0.067
H -3.531 -3.354 2.082
H -4.033 -4.100 0.551
O -8.527 -4.027 5.584
C -7.429 -4.472 5.626
O -6.545 -4.444 4.598
C -5.266 -4.860 5.091
C -5.641 -5.679 6.309
O -6.879 -5.077 6.706
H -4.731 -5.430 4.338
H -4.686 -3.972 5.352
H -5.820 -6.727 6.066
H -4.914 -5.618 7.114
*
```

These are the Mulliken partial charges, in e, on atoms 1 to 8:
1 C -0.932
2 C -0.586
3 C 0.309
4 C -0.284
5 C -0.626
6 N 0.047
7 O -0.134
8 C 0.535

***

Entry 3:
Below is a structure of composition C32H41Cl2Ge2InN3O6S2, with properties calculated with the ωB97M-V functional and the def2-TZVPD basis.

Values from the calculation:
ΔE to the lowest compared entry with this formula, charge and spin, eV: 1.039
Gap between HOMO and LUMO, Ha: 0.26702
HOMO energy, Eh: -0.18347
LUMO energy, eV: 2.27

Structure (ORCA input):
```
! wB97M-V def2-TZVPD RIJCOSX def2/J DEFGRID3
* xyz -1 1
In 0.768 1.863 2.313
Cl -2.606 1.767 1.525
C -3.955 0.886 0.916
C -5.170 1.015 1.570
C -6.286 0.374 1.061
C -6.195 -0.348 -0.117
C -4.973 -0.457 -0.760
Cl -4.963 -1.285 -2.290
C -3.800 0.103 -0.241
S -2.215 -0.085 -1.017
H -5.224 1.620 2.464
H -7.236 0.459 1.571
H -7.065 -0.818 -0.554
C -2.259 -3.249 2.563
C -2.472 -2.006 1.701
Ge -1.692 -2.089 -0.108
C -2.545 -3.462 -1.231
C -2.052 -4.893 -1.024
C 0.074 -2.872 0.221
C 1.398 -2.831 0.048
Ge 2.358 -1.321 -0.752
C 3.146 -1.505 -2.544
C 4.376 -2.367 -2.818
C 3.476 -0.407 0.548
C 4.887 -0.946 0.779
C 2.250 -3.938 0.589
C 3.574 -4.058 0.171
C 4.406 -5.069 0.634
C 3.930 -5.993 1.549
C 2.619 -5.882 1.996
C 1.797 -4.872 1.529
H -2.748 -3.143 3.534
H -1.200 -3.428 2.758
H -2.666 -4.149 2.092
H -2.033 -1.129 2.185
H -3.541 -1.803 1.596
H -2.359 -3.146 -2.260
H -3.621 -3.397 -1.070
H -0.979 -4.978 -1.212
H -2.556 -5.583 -1.707
H -2.236 -5.254 -0.009
H -0.259 -3.779 0.735
H 3.366 -0.462 -2.798
H 2.325 -1.813 -3.194
H 5.220 -2.110 -2.174
H 4.709 -2.234 -3.850
H 4.168 -3.430 -2.688
H 2.908 -0.403 1.482
H 3.506 0.628 0.201
H 4.889 -1.935 1.240
H 5.440 -0.277 1.442
H 5.458 -1.010 -0.150
H 3.982 -3.353 -0.539
H 5.427 -5.126 0.279
H 4.572 -6.781 1.921
H 2.235 -6.585 2.726
H 0.792 -4.806 1.924
N 0.659 2.305 -2.166
N 0.417 1.100 -2.894
C 0.446 -0.116 -2.293
O -0.047 -1.125 -2.785
O 1.071 -0.087 -1.115
H 1.351 2.825 -2.697
H 1.135 2.044 -1.297
H -0.275 1.190 -3.619
C -2.941 6.238 -2.272
C -2.095 5.933 -1.065
C -1.375 4.743 -0.989
C -0.620 4.442 0.130
C -0.569 5.332 1.197
C -1.266 6.528 1.129
C -2.024 6.821 0.004
S 0.281 4.887 2.711
O -0.601 3.934 3.388
O 0.510 6.131 3.405
N 1.528 4.030 2.305
C 2.431 4.452 1.257
C 2.675 3.302 0.281
O 3.535 3.434 -0.588
O 1.921 2.271 0.446
H -2.409 6.010 -3.196
H -3.230 7.290 -2.297
H -3.856 5.640 -2.269
H -1.393 4.037 -1.812
H -0.051 3.520 0.146
H -1.203 7.220 1.959
H -2.569 7.757 -0.044
H 3.393 4.796 1.642
H 2.021 5.262 0.642
*
```

These are the Mulliken partial charges, in e, on atoms 1 to 8:
1 In 0.492
2 Cl 0.101
3 C 0.568
4 C -0.753
5 C -0.428
6 C -0.785
7 C 0.599
8 Cl -0.186

***

Here are the calculated calculated total energy numbers, same order: -10778.83382 -3123.06615 -7920.56374 (hartree).